C5H16N2O2 | ωB97M-V/def2-TZVPD

Output
total energy: -12517.768 eV
largest force on an atom: 2.17 eV/Å
LUMO energy (alpha / beta): 3.22 / 3.15 eV
total charge: -1
2S+1: 2
relative energy (zero: lowest compared OMol25 entry of this formula, charge and spin): 0.399 eV
frontier orbital gap (alpha / beta): 0.0988 / 0.3006 Ha
highest occupied orbital energy (alpha / beta): 0.533 / -5.025 eV

Element x y z (Å)
C1 1.415 -0.284 1.376
C2 1.298 -1.078 0.072
C3 -0.096 -1.313 -0.518
C4 -1.216 -0.769 -0.023
N1 -2.485 -1.068 -0.532
C5 -0.047 -2.475 -1.486
N2 2.256 0.885 1.295
H1 0.422 0.001 1.726
H2 1.741 -1.009 2.147
H3 1.931 -0.775 -0.777
H4 1.682 -2.114 0.157
H5 -1.138 -0.153 0.859
H6 -3.022 -0.209 -0.588
H7 -2.486 -1.513 -1.434
H8 0.330 -2.171 -2.461
H9 -1.039 -2.811 -1.847
H10 0.467 -3.344 -1.083
H11 1.823 1.659 1.779
H12 2.522 1.225 0.387
H13 0.586 2.286 -0.936
H14 -0.348 3.326 -0.352
O1 -0.023 2.984 -1.201
H15 -2.156 2.657 0.639
H16 -1.013 3.462 1.531
O2 -1.405 2.600 1.268